Entry 1:
{
  "formula": "C11H24LiN2Si2",
  "method": "ωB97M-V/def2-TZVPD",
  "elements": ["Li", "N", "C", "C", "C", "C", "N", "H", "H", "H", "H", "H", "C", "Si", "C", "C", "C", "Si", "C", "C", "C", "H", "H", "H", "H", "H", "H", "H", "H", "H", "H", "H", "H", "H", "H", "H", "H", "H", "H", "H"],
  "coordinates": [[2.189, -0.177, 0.552], [5.019, -1.425, 1.273], [3.967, -0.996, 1.022], [-1.976, -4.161, -0.189], [-0.853, -4.383, 0.827], [0.222, -3.392, 0.689], [1.064, -2.618, 0.584], [-2.727, -4.946, -0.092], [-1.587, -4.175, -1.207], [-2.454, -3.195, -0.026], [-0.416, -5.374, 0.719], [-1.239, -4.307, 1.845], [0.349, 3.651, -1.223], [1.307, 2.167, -0.542], [1.734, 1.132, -2.079], [2.952, 2.859, 0.071], [0.547, 1.157, 0.749], [-1.119, 0.507, 0.541], [-2.523, 1.777, 0.480], [-1.626, -0.606, 1.984], [-1.360, -0.468, -1.064], [0.923, 4.201, -1.978], [0.093, 4.344, -0.413], [-0.592, 3.324, -1.683], [2.393, 1.697, -2.749], [0.834, 0.861, -2.642], [2.255, 0.194, -1.843], [3.440, 3.466, -0.700], [3.647, 2.061, 0.357], [2.801, 3.489, 0.956], [0.621, 1.671, 1.719], [-2.522, 2.411, 1.374], [-3.501, 1.284, 0.414], [-2.415, 2.436, -0.389], [-1.794, -0.003, 2.884], [-0.834, -1.325, 2.212], [-2.558, -1.149, 1.774], [-1.357, 0.209, -1.925], [-2.331, -0.981, -1.062], [-0.572, -1.213, -1.218]],
  "relative_energy_ev": 0.000,
  "energy_ev": -30740.3270,
  "charge": -1,
  "lumo_ev": 2.7
}

---

Entry 2:
{
  "formula": "C24H60LiN3O16P",
  "method": "ωB97M-V/def2-TZVPD",
  "elements": ["C", "N", "C", "C", "C", "C", "O", "H", "H", "H", "H", "H", "H", "H", "H", "H", "H", "H", "H", "H", "H", "C", "N", "C", "C", "C", "C", "O", "H", "H", "H", "H", "H", "H", "H", "H", "H", "H", "H", "H", "H", "H", "C", "N", "C", "C", "C", "C", "O", "H", "H", "H", "H", "H", "H", "H", "H", "H", "H", "H", "H", "H", "H", "Li", "P", "O", "O", "O", "O", "C", "O", "C", "O", "O", "C", "H", "H", "H", "H", "H", "H", "C", "O", "C", "O", "O", "C", "H", "H", "H", "H", "H", "H", "C", "O", "C", "O", "O", "C", "H", "H", "H", "H", "H", "H"],
  "coordinates": [[0.251, 1.918, -3.811], [0.363, 0.443, -3.776], [-1.012, -0.116, -3.515], [0.935, -0.190, -4.972], [1.357, -0.090, -2.683], [1.276, -1.612, -2.353], [2.109, -1.845, -1.226], [1.172, 2.613, -3.866], [0.361, 2.010, -2.806], [-0.679, 2.177, -4.082], [-1.238, -1.228, -3.540], [-1.602, 0.335, -4.235], [-1.380, 0.089, -2.630], [0.912, -1.380, -5.237], [1.818, 0.374, -5.332], [0.087, 0.151, -5.775], [0.986, 0.219, -1.743], [2.335, 0.058, -2.862], [1.595, -2.351, -3.150], [0.261, -1.825, -2.128], [1.568, -1.466, -0.507], [4.673, -0.871, 0.630], [4.715, 0.494, 1.124], [4.423, 0.401, 2.635], [6.093, 1.012, 1.039], [3.793, 1.282, 0.297], [3.420, 2.756, 0.615], [2.367, 3.204, -0.328], [5.440, -1.233, 1.341], [4.719, -1.149, -0.391], [3.662, -1.224, 0.720], [3.510, 0.000, 2.712], [4.379, 1.364, 3.303], [4.859, -0.557, 3.080], [6.592, 1.116, 0.026], [6.672, 0.354, 1.563], [6.238, 2.096, 1.421], [2.873, 0.859, 0.468], [4.059, 1.125, -0.738], [4.413, 3.232, 0.499], [3.159, 2.853, 1.684], [1.581, 2.630, -0.105], [-1.485, 4.009, 4.045], [-0.309, 4.022, 3.124], [0.553, 2.765, 3.335], [-0.859, 3.968, 1.748], [0.544, 5.279, 3.407], [1.861, 5.521, 2.574], [2.589, 6.615, 3.019], [-1.250, 4.312, 5.046], [-2.131, 3.081, 3.925], [-2.269, 4.607, 3.828], [1.329, 2.525, 2.508], [0.019, 1.969, 3.344], [1.041, 2.988, 4.310], [-0.310, 3.808, 0.800], [-1.728, 4.733, 1.628], [-1.168, 3.038, 1.693], [0.590, 5.382, 4.390], [-0.128, 6.062, 3.138], [1.658, 5.661, 1.485], [2.320, 4.574, 2.648], [3.318, 6.367, 3.430], [0.212, -1.474, 2.257], [-0.219, 0.355, 0.470], [-0.447, 0.163, 1.890], [0.821, -0.798, 0.581], [0.564, 1.624, 0.210], [-1.314, -0.080, -0.301], [-6.990, -0.081, -4.601], [-6.864, -0.642, -3.353], [-5.602, -0.812, -2.862], [-4.523, -0.503, -3.465], [-5.584, -1.357, -1.607], [-4.504, -1.497, -0.842], [-8.130, -0.096, -4.823], [-6.419, -0.793, -5.106], [-6.706, 0.958, -4.949], [-4.662, -1.462, 0.143], [-3.997, -0.675, -0.948], [-3.972, -2.419, -0.984], [0.014, -5.015, 5.171], [-1.022, -4.794, 4.252], [-1.074, -3.756, 3.452], [-0.093, -3.053, 3.322], [-2.170, -3.462, 2.848], [-2.475, -2.173, 2.431], [0.167, -4.391, 5.898], [0.952, -5.291, 4.597], [-0.304, -5.894, 5.843], [-2.225, -1.774, 1.387], [-2.374, -1.394, 3.168], [-3.474, -2.049, 2.064], [-0.880, -4.034, -0.585], [-1.906, -4.853, -1.318], [-2.165, -4.697, -2.566], [-1.472, -3.739, -3.174], [-3.036, -5.555, -3.116], [-3.345, -5.565, -4.444], [-0.518, -4.124, 0.314], [-1.195, -3.045, -0.372], [-0.022, -3.953, -1.187], [-2.496, -5.555, -5.078], [-4.029, -4.923, -4.755], [-3.826, -6.633, -4.649]],
  "relative_energy_ev": 0.870,
  "energy_ev": -72566.3703,
  "charge": 1,
  "lumo_ev": -2.1
}

---

Entry 3:
{
  "formula": "C14H29BCrF16N3O12S4",
  "method": "ωB97M-V/def2-TZVPD",
  "elements": ["Cr", "B", "F", "F", "F", "F", "C", "F", "F", "F", "S", "O", "O", "N", "S", "O", "O", "C", "F", "F", "F", "C", "F", "F", "F", "S", "O", "O", "N", "S", "O", "O", "C", "F", "F", "F", "C", "C", "O", "H", "H", "H", "H", "H", "H", "C", "C", "O", "H", "H", "H", "H", "H", "H", "C", "C", "O", "H", "H", "H", "H", "H", "H", "C", "C", "C", "O", "C", "N", "H", "H", "H", "H", "H", "H", "H", "H", "H", "H", "H"],
  "coordinates": [[0.543, 1.937, 0.766], [0.735, -0.631, -0.024], [-0.389, 0.112, 0.590], [1.090, -1.703, 0.717], [0.453, -1.004, -1.325], [1.726, 0.452, -0.055], [0.050, 2.889, 4.908], [-0.490, 1.710, 5.147], [-0.883, 3.707, 4.446], [0.597, 3.384, 5.991], [1.403, 2.818, 3.596], [1.122, 3.916, 2.718], [2.639, 2.758, 4.260], [1.088, 1.458, 2.649], [1.495, 0.092, 3.513], [1.644, 0.311, 4.914], [0.665, -0.974, 3.118], [3.226, -0.280, 2.959], [3.967, 0.816, 2.895], [3.748, -1.143, 3.814], [3.190, -0.828, 1.753], [-2.007, 5.441, 1.663], [-2.788, 4.858, 2.543], [-2.678, 6.360, 0.981], [-0.966, 5.992, 2.253], [-1.357, 4.239, 0.362], [-2.173, 4.378, -0.780], [0.041, 4.546, 0.195], [-1.305, 2.651, 0.974], [-2.833, 2.017, 0.946], [-3.848, 3.016, 0.865], [-2.909, 0.917, 0.038], [-3.037, 1.293, 2.615], [-4.117, 0.532, 2.590], [-1.972, 0.548, 2.905], [-3.174, 2.244, 3.527], [4.555, 2.048, 0.006], [3.318, 2.735, -0.546], [2.316, 2.981, 0.483], [4.416, 0.974, 0.076], [4.904, 2.509, 0.927], [5.348, 2.209, -0.735], [2.849, 2.101, -1.286], [3.593, 3.697, -0.976], [2.607, 3.689, 1.074], [-0.098, 1.251, -3.457], [-0.737, 1.667, -2.145], [0.227, 2.351, -1.290], [0.469, 0.328, -3.357], [0.598, 2.016, -3.823], [-0.863, 1.091, -4.216], [-1.120, 0.809, -1.609], [-1.573, 2.344, -2.321], [0.595, 3.070, -1.818], [-0.954, -3.801, 0.478], [-1.493, -5.171, 0.807], [-0.775, -5.684, 1.926], [-1.589, -3.321, -0.263], [0.064, -3.898, 0.107], [-0.895, -3.238, 1.409], [-1.380, -5.847, -0.060], [-2.577, -5.140, 0.991], [-1.264, -6.423, 2.297], [-2.910, -4.059, -3.089], [-1.754, -3.890, -4.074], [-0.527, -3.439, -3.310], [0.554, -3.412, -4.226], [1.730, -2.897, -3.658], [-1.544, -5.178, -4.786], [-2.643, -4.757, -2.296], [-3.823, -4.333, -3.617], [-3.162, -3.094, -2.629], [-2.018, -3.128, -4.811], [-0.276, -4.154, -2.518], [-0.704, -2.421, -2.950], [2.547, -3.125, -4.345], [1.954, -3.367, -2.691], [1.689, -1.811, -3.513], [-0.575, -5.188, -5.108], [-1.576, -5.918, -4.084]],
  "energy_ev": -159950.6705,
  "spin_multiplicity": 4,
  "lumo_ev": [-2.9, -1.7]
}